Formula: C2H2Cl3I
Source: the Open Molecules 2025 dataset
Level of theory: ωB97M-V/def2-TZVPD

As for the HOMO-LUMO gap (spin up / spin down): 8.795 / 6.943 eV. For the maximum force, the calculation gives 2.32 eV/A. The charge is 0. The calculation puts the relative energy (zero: lowest compared OMol25 entry of this formula, charge and spin) at 351.4 kJ/mol. The calculation puts the highest occupied orbital energy (spin up / spin down) at -9.31 / -8.41 eV. For the molar mass, the calculation gives 259.30 g/mol.

Last columns: bonded neighbours and bond lengths (Å).
Atoms and positions in Å:
1 C 0.70 -0.89 0.52  I6 2.022, H7 1.162, H8 1.130
2 C -0.80 -1.87 -2.31  Cl3 1.751, Cl4 1.744, Cl5 1.794
3 Cl -2.13 -0.80 -2.69  C2 1.751
4 Cl -1.35 -3.39 -1.66  C2 1.744
5 Cl 0.39 -2.07 -3.64  C2 1.794
6 I -0.85 -1.74 1.49  C1 2.022
7 H 1.21 -1.50 -0.33  C1 1.162
8 H 0.58 0.23 0.42  C1 1.130